15
Properties=species:S:1:pos:R:3 method="wB97M-V/def2-TZVPD" spin_multiplicity=2 de_lowest_kcal_mol=17.4 total_charge=0
C 1.48041 -0.47512 0.80633
C 0.16191 -1.13690 0.42787
C 0.07355 -1.23644 -1.14369
C -1.68028 2.43268 0.00495
N -0.91603 1.50772 0.27152
H 1.39571 -0.30390 1.89452
H 2.44666 -0.96021 0.67894
H 1.48206 0.56069 0.45765
H 0.03013 -2.16550 0.74989
H -0.57705 -0.33165 0.57344
H 0.88839 -1.79397 -1.61092
H 0.19912 -0.19546 -1.45916
H -2.52761 2.67916 0.65577
H -1.56245 3.06577 -0.87975
H -0.89453 -1.64686 -1.42735